Record 1
{"formula": "C50H46IMnN6O2P2S3", "method": "wB97M-V/def2-TZVPD", "symbols": ["Mn", "O", "C", "C", "C", "C", "C", "C", "C", "O", "N", "N", "C", "S", "C", "C", "S", "H", "H", "H", "H", "H", "H", "H", "H", "H", "S", "C", "N", "N", "C", "C", "C", "C", "C", "C", "N", "N", "C", "C", "C", "C", "C", "C", "H", "H", "H", "H", "H", "H", "H", "H", "H", "H", "H", "C", "C", "P", "C", "C", "C", "C", "C", "C", "C", "C", "C", "C", "C", "C", "P", "C", "C", "C", "C", "C", "C", "C", "C", "C", "C", "C", "C", "H", "H", "H", "H", "H", "H", "H", "H", "H", "H", "H", "H", "H", "H", "H", "H", "H", "H", "H", "H", "H", "H", "H", "H", "I", "C", "H", "H"], "xyz": [[-0.472098, 1.748980, -0.676746], [1.496267, 3.946134, 4.109935], [1.161237, 2.695401, 4.448341], [1.387283, 2.301717, 5.770106], [1.038419, 1.038126, 6.202709], [0.471757, 0.125540, 5.319169], [0.274480, 0.491859, 4.001713], [0.597738, 1.771199, 3.551445], [0.346553, 2.089146, 2.121711], [-0.019733, 1.146264, 1.352649], [0.491096, 3.347754, 1.772734], [0.266167, 3.638585, 0.392094], [1.573151, 3.780244, -0.289428], [1.378954, 4.655260, -1.934827], [2.971936, 5.547803, -1.889436], [3.808659, 4.999713, -0.749472], [2.738287, 4.821605, 0.692907], [1.261639, 4.077837, 3.158024], [1.842697, 3.023882, 6.435181], [1.210504, 0.762427, 7.236162], [0.193925, -0.866720, 5.650515], [-0.146368, -0.211175, 3.293985], [2.748226, 6.604733, -1.751285], [3.453004, 5.392009, -2.855649], [4.622506, 5.671414, -0.477587], [4.196086, 4.011240, -0.996607], [2.261564, 2.136069, -0.536162], [2.067098, 0.489726, -2.856859], [3.016695, -0.283031, -2.689928], [4.291694, 0.118934, -2.373491], [5.296255, -0.810933, -2.341123], [5.131341, -2.074894, -2.923173], [6.188549, -2.965304, -2.963130], [7.425226, -2.629076, -2.427349], [7.585482, -1.383888, -1.833422], [6.540046, -0.481186, -1.788415], [1.002086, 0.853981, -3.325764], [-0.101203, 1.388563, -2.723936], [-1.209141, 1.378782, -3.527215], [-1.299038, 0.667721, -4.741591], [-2.496792, 0.609807, -5.430523], [-3.632418, 1.257117, -4.955277], [-3.546660, 2.000466, -3.784104], [-2.358268, 2.072847, -3.087045], [4.372735, 0.967388, -1.829740], [4.167818, -2.330250, -3.339130], [6.049251, -3.936681, -3.421964], [8.254187, -3.323247, -2.478411], [8.540355, -1.118967, -1.395284], [6.672508, 0.490457, -1.326229], [-0.419351, 0.155859, -5.104996], [-2.550297, 0.049024, -6.356739], [-4.569439, 1.185519, -5.492070], [-4.414670, 2.536312, -3.418187], [-2.272946, 2.682901, -2.186796], [-0.526072, -1.550089, -0.674928], [-1.996403, -1.180492, -0.988833], [-2.486431, 0.404152, -0.159322], [-4.226420, 0.655389, -0.666295], [-4.727117, 1.946840, -0.504474], [-6.068756, 2.221187, -0.707826], [-6.931343, 1.199780, -1.079226], [-6.433539, -0.079624, -1.279501], [-5.089606, -0.353219, -1.078231], [-2.902333, -0.084951, 1.561956], [-2.910153, 0.930301, 2.515025], [-3.231312, 0.663174, 3.835321], [-3.582030, -0.623460, 4.213591], [-3.602351, -1.634814, 3.264783], [-3.256540, -1.372629, 1.948392], [-0.394751, -2.405785, 0.978828], [-0.985292, -4.087507, 0.492308], [-0.858793, -4.659528, -0.771801], [-1.426353, -5.894053, -1.048341], [-2.110910, -6.588235, -0.060663], [-2.209745, -6.049483, 1.213287], [-1.656871, -4.805885, 1.481627], [1.411816, -2.692604, 1.068104], [2.240728, -1.575764, 1.174480], [3.594307, -1.730038, 1.415747], [4.141227, -2.998007, 1.554112], [3.321509, -4.111107, 1.465175], [1.961611, -3.961848, 1.237998], [0.099897, -0.654835, -0.607074], [-0.096952, -2.162140, -1.467155], [-2.649398, -2.009143, -0.709471], [-2.120367, -0.990995, -2.060438], [-4.051748, 2.745092, -0.213316], [-6.441601, 3.228685, -0.574489], [-7.986311, 1.401750, -1.212136], [-7.102372, -0.875003, -1.583473], [-4.721623, -1.358448, -1.238171], [-2.647223, 1.939844, 2.217696], [-3.194227, 1.457678, 4.569134], [-3.835799, -0.833681, 5.244675], [-3.897431, -2.638360, 3.546576], [-3.278060, -2.186014, 1.234999], [-0.309587, -4.151457, -1.553420], [-1.341688, -6.313327, -2.043283], [-2.567782, -7.543484, -0.285868], [-2.731810, -6.594041, 1.990267], [-1.740526, -4.370434, 2.471617], [1.829486, -0.578230, 1.082896], [4.216494, -0.848971, 1.517601], [5.199429, -3.118054, 1.742230], [3.740614, -5.101822, 1.592068], [1.325041, -4.837013, 1.197997], [-0.399086, 6.578861, 1.327684], [-0.728779, 4.644109, 0.247259], [-0.858834, 4.953235, -0.782261], [-1.652924, 4.319455, 0.716289]], "forces_ev_per_a": [[2.034, 0.168, 0.096], [0.098, 0.091, 0.101], [-0.083, -0.115, 0.029], [0.040, 0.101, 0.029], [-0.007, 0.059, -0.049], [-0.020, -0.143, 0.005], [-0.004, 0.028, 0.103], [0.100, -0.010, -0.095], [-0.147, -0.047, -0.394], [-0.385, -0.129, -0.321], [0.013, 0.249, 0.296], [-0.262, 0.013, -0.033], [0.641, 0.106, -0.459], [-0.004, -0.072, 0.176], [-0.333, 0.022, -0.071], [-0.136, -0.032, 0.210], [0.019, 0.060, -0.083], [-0.105, -0.053, -0.059], [-0.020, 0.001, 0.035], [0.011, -0.008, 0.005], [0.025, -0.007, 0.011], [-0.009, 0.027, -0.043], [0.128, 0.018, 0.032], [0.033, 0.032, 0.020], [0.029, 0.006, -0.051], [0.093, 0.054, -0.014], [-0.194, -0.367, 0.108], [-0.432, -0.062, -0.012], [-0.036, -0.718, 0.300], [0.162, 0.725, -0.077], [-0.034, -0.205, -0.174], [-0.099, 0.012, 0.030], [0.096, 0.061, 0.078], [0.079, -0.114, -0.035], [0.000, -0.039, -0.001], [-0.052, 0.093, 0.077], [0.132, 0.290, -0.572], [-0.424, 0.010, 0.938], [-0.055, -0.051, -0.194], [-0.032, -0.002, 0.057], [-0.010, 0.104, 0.070], [-0.156, -0.018, -0.085], [-0.065, 0.008, -0.045], [0.328, -0.098, -0.095], [-0.081, 0.006, 0.089], [0.001, -0.008, -0.010], [-0.031, 0.000, -0.010], [-0.012, -0.013, 0.039], [-0.009, 0.051, -0.011], [0.010, 0.006, 0.010], [-0.019, -0.007, -0.001], [0.014, -0.023, 0.010], [-0.003, 0.042, -0.011], [-0.010, -0.027, 0.022], [-0.139, 0.081, -0.120], [-0.266, 0.076, 0.306], [0.376, 0.246, 0.075], [-1.194, -1.395, 0.158], [0.042, 0.377, -0.185], [0.043, -0.064, -0.003], [-0.043, 0.013, 0.034], [0.042, 0.008, -0.030], [-0.120, -0.028, -0.011], [0.130, 0.001, 0.015], [0.258, 0.280, 0.127], [0.053, -0.037, -0.094], [-0.071, 0.071, 0.049], [0.037, 0.026, -0.012], [-0.103, -0.071, 0.006], [-0.192, 0.122, -0.027], [0.464, -0.177, -0.433], [-0.164, 0.158, 0.183], [-0.014, -0.023, -0.008], [-0.004, -0.017, -0.050], [-0.003, 0.004, 0.024], [-0.048, -0.094, 0.007], [0.014, 0.041, -0.047], [-0.077, -0.048, 0.178], [-0.015, 0.027, -0.056], [0.113, 0.083, 0.007], [0.004, 0.025, 0.009], [0.047, -0.068, 0.060], [-0.040, 0.044, -0.086], [0.108, -0.092, -0.025], [0.004, 0.081, -0.031], [-0.109, 0.051, -0.105], [0.000, 0.002, 0.030], [-0.026, 0.023, 0.015], [0.002, 0.002, 0.019], [0.001, -0.003, -0.053], [0.013, -0.010, -0.017], [-0.001, -0.018, 0.018], [0.101, 0.003, 0.069], [-0.006, 0.012, -0.002], [0.008, -0.025, 0.000], [0.049, -0.016, 0.015], [-0.007, 0.010, -0.005], [-0.022, 0.035, -0.004], [0.031, -0.007, 0.005], [0.020, -0.020, 0.011], [0.006, 0.018, 0.021], [-0.061, -0.004, 0.008], [-0.044, 0.124, 0.005], [0.007, -0.017, -0.082], [0.047, 0.012, -0.012], [-0.008, -0.016, -0.027], [0.034, -0.020, -0.034], [-0.122, -0.348, -0.242], [-0.060, 0.589, 0.383], [0.033, -0.024, 0.002], [0.055, -0.075, -0.010]], "orbital_gap_ev": [6.28, 6.42], "e_lumo_ev": [2.1, 2.1], "homo_energy_ev": [-4.14, -4.29], "relative_energy_ev": 0.000, "charge": -1, "spin_multiplicity": 6, "s2": 8.76}

Record 2
{"formula": "C3H2ClNO", "method": "wB97M-V/def2-TZVPD", "symbols": ["C", "C", "C", "N", "O", "Cl", "H", "H"], "xyz": [[0.438673, -1.255101, 0.693712], [1.212628, -1.255112, 1.589711], [-1.496875, -1.775918, -1.738126], [-2.305968, -1.004713, -2.110466], [-2.583275, 0.138908, -2.132070], [-0.612397, -3.133462, -1.907045], [-0.148364, -1.149706, -0.185411], [1.812741, -1.327641, 2.528493]], "forces_ev_per_a": [[-0.526, 0.368, -1.256], [1.632, -0.371, 2.988], [-0.265, -2.030, -0.425], [2.756, -0.158, 1.303], [-2.679, 2.583, -1.019], [0.008, -0.602, -0.184], [-0.088, 0.032, 0.219], [-0.838, 0.178, -1.626]], "orbital_gap_ev": 9.44, "e_lumo_ev": -0.4, "homo_energy_ev": -9.81, "relative_energy_ev": 5.950, "charge": 0, "smiles": "[O-][N+]#CCl.C#C", "spin_multiplicity": 1}

Record 3
{"formula": "C17H28MnO3P", "method": "wB97M-V/def2-TZVPD", "symbols": ["C", "C", "C", "C", "H", "H", "H", "H", "H", "H", "H", "H", "H", "C", "C", "C", "H", "C", "C", "H", "H", "H", "H", "C", "C", "C", "H", "C", "C", "H", "H", "H", "H", "Mn", "C", "O", "P", "O", "C", "O", "C", "H", "H", "H", "H", "H", "H", "H", "H", "H"], "xyz": [[1.132329, 3.126169, -3.098134], [1.471858, 2.115700, -4.099602], [-0.153700, 3.811087, -3.174342], [2.179599, 3.655238, -2.226782], [-0.106143, 4.654506, -3.887852], [-0.465009, 4.240937, -2.201723], [-0.968254, 3.147963, -3.527430], [1.885597, 2.587649, -5.009155], [0.592532, 1.527275, -4.423859], [2.241229, 1.404912, -3.738907], [2.733407, 4.468518, -2.732036], [2.932057, 2.888654, -1.956499], [1.778608, 4.083352, -1.288920], [-2.017919, -1.763674, -0.279030], [-2.430732, -0.415731, -0.614689], [-1.632081, -0.025086, -1.763608], [-3.335267, 0.061792, -0.241008], [-0.740633, -1.102832, -2.088442], [-0.987741, -2.167000, -1.161679], [-0.544714, -3.151653, -1.184813], [-2.542993, -2.410654, 0.410181], [-1.841564, 0.839323, -2.395713], [-0.074232, -1.155537, -2.941734], [0.928857, 0.649153, 2.189806], [-0.477300, 0.525178, 2.438212], [-1.180499, 1.437917, 1.574577], [-0.938716, -0.007409, 3.273204], [-0.172587, 2.126813, 0.779022], [1.112915, 1.627515, 1.179206], [2.072909, 2.013036, 0.823118], [1.708422, 0.117289, 2.741056], [-2.235673, 1.712907, 1.659947], [-0.364178, 3.007380, 0.153798], [-0.525739, 0.112168, 0.201033], [-2.122158, -2.262344, 2.921863], [-1.138787, -2.829360, 1.943237], [0.439567, -2.348693, 2.037234], [1.057697, -3.338315, 3.199709], [0.184877, -3.855099, 4.197736], [0.920107, -2.880042, 0.581844], [1.981107, -2.130105, -0.126640], [-2.611156, -1.420731, 2.378734], [-1.576491, -1.869589, 3.832909], [-2.784484, -3.110798, 3.143755], [0.108089, -3.110450, 5.014323], [-0.838409, -4.005501, 3.823849], [0.654489, -4.764932, 4.506021], [2.235781, -1.193244, 0.459979], [2.823331, -2.818489, -0.169709], [1.631796, -1.805162, -1.132044]], "forces_ev_per_a": [[-0.215, -0.638, 0.556], [0.247, -0.876, -0.625], [-1.112, 0.453, 0.034], [0.826, 0.271, 0.705], [-0.163, -0.049, 0.108], [0.155, -0.110, -0.401], [0.352, 0.284, 0.082], [-0.027, -0.173, 0.017], [0.301, 0.273, 0.086], [-0.270, 0.330, -0.152], [0.021, -0.060, 0.198], [-0.276, 0.304, -0.162], [0.114, -0.075, -0.358], [-0.216, 0.914, -0.650], [0.571, -0.576, -0.576], [-0.060, 0.136, 0.327], [0.393, -0.018, -0.188], [-0.671, 0.220, 1.328], [-0.562, 1.067, -0.276], [0.076, 0.221, 0.091], [0.332, 0.284, -0.157], [0.335, -0.172, 0.383], [0.021, 0.195, 0.224], [-0.466, 0.767, -0.490], [-0.258, 0.873, -0.455], [0.327, 0.806, 0.649], [0.297, 0.056, -0.702], [-0.563, -0.018, 0.135], [-0.333, -0.342, 0.086], [-0.445, -0.376, -0.026], [-0.371, 0.236, -0.487], [0.533, -0.165, -0.133], [0.160, -0.656, 0.140], [-0.047, -1.446, -0.375], [1.545, 0.107, -0.854], [0.076, 0.045, 1.297], [-0.052, -0.024, 0.581], [-0.469, 0.374, -1.634], [-0.443, 0.714, 0.372], [0.723, -0.082, -0.092], [-0.461, 0.396, 1.051], [-0.004, -0.669, 0.666], [-0.897, -0.585, -0.906], [0.084, 0.637, 0.137], [0.213, -0.552, -0.093], [0.640, -0.453, 0.088], [-0.111, -0.523, 0.531], [-0.096, -1.101, -0.624], [0.078, 0.330, -0.201], [0.168, -0.552, 0.746]], "orbital_gap_ev": [4.21, 7.76], "e_lumo_ev": [-5.1, -3.7], "homo_energy_ev": [-9.31, -11.45], "charge": 1, "spin_multiplicity": 4, "s2": 4.03}

Record 4
{"formula": "C18H27Cl5MnO3SSi", "method": "wB97M-V/def2-TZVPD", "symbols": ["Mn", "C", "C", "C", "C", "O", "Si", "S", "O", "C", "C", "C", "C", "O", "C", "C", "C", "C", "H", "H", "H", "H", "H", "H", "H", "H", "H", "H", "H", "H", "H", "H", "H", "H", "H", "H", "H", "H", "H", "H", "H", "H", "H", "H", "H", "Cl", "C", "C", "C", "Cl", "C", "Cl", "C", "Cl", "C", "Cl"], "xyz": [[-0.309007, 0.376958, -0.092383], [0.213761, -2.696555, 0.785096], [0.305364, -2.636120, -0.728845], [1.745422, -2.813919, -1.188698], [-0.613801, -3.667857, -1.363945], [-0.140374, -1.295884, -1.134640], [-0.590544, -0.695846, -2.664693], [-0.730692, 1.306583, -2.153491], [0.598816, -1.198060, -3.644590], [0.668297, -1.213402, -5.082674], [0.038942, -2.509497, -5.579838], [2.152643, -1.167694, -5.420276], [-0.048280, -0.000250, -5.661749], [-1.934681, -1.436382, -3.198893], [-3.348248, -1.270131, -2.999005], [-3.659927, -1.031358, -1.528962], [-3.979461, -2.574431, -3.472072], [-3.821375, -0.099099, -3.852163], [0.526594, -3.687186, 1.116856], [-0.808440, -2.523169, 1.124633], [0.873834, -1.962727, 1.250995], [2.130062, -3.767863, -0.825874], [2.369932, -2.015483, -0.784987], [1.810452, -2.791213, -2.273174], [-0.280646, -4.668231, -1.085666], [-0.598726, -3.588618, -2.450183], [-1.638661, -3.535849, -1.017045], [0.568946, -3.367306, -5.163309], [0.094675, -2.566034, -6.667890], [-1.005355, -2.561193, -5.276101], [2.667860, -2.009520, -4.957190], [2.594565, -0.243042, -5.049420], [2.301531, -1.220092, -6.499419], [-1.114611, -0.035342, -5.434163], [0.065934, 0.021381, -6.746025], [0.367544, 0.919516, -5.249656], [-3.290837, -1.855249, -0.916959], [-4.738609, -0.957598, -1.384013], [-3.208603, -0.102367, -1.175974], [-3.614019, -3.409653, -2.873438], [-3.726439, -2.759255, -4.516513], [-5.064718, -2.528491, -3.379493], [-3.329772, 0.821344, -3.535936], [-4.899868, 0.030796, -3.756466], [-3.588545, -0.280959, -4.902281], [-3.323337, -0.754510, 2.049361], [-1.866676, -0.118228, 2.724168], [-0.843370, 0.265970, 1.863567], [0.297937, 0.721675, 2.487844], [1.587295, 1.075742, 1.308725], [0.506108, 0.844827, 3.849935], [1.991757, 1.416825, 4.487008], [-0.554989, 0.469571, 4.670934], [-0.391456, 0.601722, 6.376936], [-1.740387, -0.017738, 4.109739], [-3.028632, -0.491666, 5.144389]], "forces_ev_per_a": [[0.161, 0.488, -0.160], [-0.013, -0.042, -0.028], [0.065, -0.029, 0.019], [-0.031, 0.035, 0.052], [0.043, 0.037, -0.003], [-0.150, -0.121, 0.098], [-0.181, -0.010, 0.087], [-0.070, -0.181, -0.077], [0.129, 0.037, -0.030], [0.076, -0.030, -0.088], [0.032, 0.035, 0.014], [-0.060, -0.003, -0.001], [0.018, -0.007, 0.021], [-0.010, -0.041, -0.036], [-0.092, 0.021, -0.035], [0.015, 0.021, 0.010], [0.031, 0.061, 0.021], [0.035, -0.023, 0.034], [-0.004, -0.012, 0.013], [0.012, 0.025, -0.004], [-0.013, -0.001, -0.006], [-0.006, -0.011, 0.003], [0.009, 0.010, 0.005], [0.011, 0.011, -0.038], [0.015, 0.000, 0.015], [-0.010, -0.018, -0.032], [-0.016, 0.007, -0.011], [0.005, -0.017, 0.015], [0.006, 0.004, -0.013], [-0.029, -0.007, 0.002], [0.009, -0.013, 0.008], [0.007, 0.011, 0.011], [-0.003, 0.003, -0.013], [-0.035, 0.010, 0.009], [0.002, -0.007, -0.013], [0.001, 0.019, 0.005], [0.022, -0.008, 0.015], [-0.019, -0.006, 0.004], [-0.012, -0.030, -0.016], [0.008, -0.009, 0.004], [0.008, 0.002, -0.012], [-0.025, 0.004, 0.003], [-0.005, 0.008, -0.005], [-0.022, -0.003, 0.008], [0.005, -0.005, -0.016], [-0.123, -0.059, -0.101], [0.199, 0.178, -0.058], [0.049, -0.272, 0.256], [-0.101, -0.072, -0.052], [0.072, -0.016, 0.153], [-0.059, -0.010, -0.072], [0.038, 0.019, -0.004], [0.031, 0.018, 0.067], [0.002, -0.001, -0.012], [0.000, 0.011, -0.029], [-0.028, -0.015, 0.012]], "orbital_gap_ev": [8.52, 8.40], "e_lumo_ev": [-0.2, 0.0], "homo_energy_ev": [-8.75, -8.36], "relative_energy_ev": 0.000, "charge": 0, "spin_multiplicity": 2, "s2": 0.77}

Number 1: E_tot -5737.9631 a.u.. Number 2: E_tot -705.4654 a.u.. Number 3: E_tot -2382.2257 a.u.. Number 4: E_tot -5067.5815 a.u..